Here is a 12-piece molecular cluster, C60H72O12 overall in a non-equilibrium geometry from the Open Molecules 2025 dataset. Energies are from the ωB97M-V functional and the def2-TZVPD basis.

Output
E_HOMO ... -0.333 Ha
SMILES string ... COC(=O)OC.COC(=O)OC.COC(=O)OC.COC(=O)OC.c1ccccc1.c1ccccc1.c1ccccc1.c1ccccc1.c1ccccc1.c1ccccc1.c1ccccc1.c1ccccc1
ΔE to the lowest compared entry with this formula, charge and spin ... 440.8 kJ/mol
LUMO level ... 0.59 eV
Charge ... 0

Last columns: bonded neighbours and bond lengths (Å).
Geometry (Å):
1 C 6.184 -1.534 -3.562  O2 1.429, H7 1.089, H8 1.093, H9 1.084
2 O 4.798 -1.840 -3.401  C1 1.429, C3 1.323
3 C 4.318 -2.221 -2.228  O2 1.323, O4 1.193, O5 1.324
4 O 4.941 -2.579 -1.275  C3 1.193
5 O 3.002 -2.122 -2.332  C3 1.324, C6 1.433
6 C 2.157 -2.584 -1.271  O5 1.433, H10 1.083, H11 1.088, H12 1.093
7 H 6.782 -2.438 -3.452  C1 1.089
8 H 6.442 -0.832 -2.765  C1 1.093
9 H 6.291 -1.031 -4.516  C1 1.084
10 H 1.382 -3.193 -1.723  C6 1.083
11 H 1.838 -1.701 -0.721  C6 1.088
12 H 2.696 -3.217 -0.562  C6 1.093
13 C -1.855 -0.411 4.066  O14 1.427, H19 1.086, H20 1.093, H21 1.086
14 O -1.238 -1.261 5.032  C13 1.427, C15 1.318
15 C -0.361 -0.722 5.855  O14 1.318, O16 1.199, O17 1.314
16 O -0.052 0.437 5.861  C15 1.199
17 O 0.050 -1.646 6.694  C15 1.314, C18 1.422
18 C 1.255 -1.401 7.409  O17 1.422, H22 1.085, H23 1.085, H24 1.096
19 H -2.899 -0.207 4.285  C13 1.086
20 H -1.855 -0.990 3.139  C13 1.093
21 H -1.221 0.462 3.942  C13 1.086
22 H 1.659 -2.330 7.797  C18 1.085
23 H 1.066 -0.607 8.123  C18 1.085
24 H 2.033 -1.099 6.699  C18 1.096
25 C -5.120 0.123 1.966  O26 1.428, H31 1.091, H32 1.093, H33 1.082
26 O -4.921 1.369 1.297  C25 1.428, C27 1.341
27 C -3.940 2.178 1.723  O26 1.341, O28 1.203, O29 1.312
28 O -2.989 1.818 2.366  C27 1.203
29 O -4.127 3.343 1.149  C27 1.312, C30 1.431
30 C -3.252 4.425 1.483  O29 1.431, H34 1.085, H35 1.085, H36 1.092
31 H -5.169 0.218 3.052  C25 1.091
32 H -4.219 -0.480 1.831  C25 1.093
33 H -5.969 -0.319 1.462  C25 1.082
34 H -3.769 5.323 1.160  C30 1.085
35 H -2.265 4.265 1.060  C30 1.085
36 H -3.172 4.516 2.569  C30 1.092
37 C -1.234 4.133 -1.280  O38 1.431, H43 1.088, H44 1.092, H45 1.084
38 O -1.406 4.612 0.057  C37 1.431, C39 1.310
39 C -1.720 5.877 0.190  O38 1.310, O40 1.191, O41 1.320
40 O -1.683 6.715 -0.654  C39 1.191
41 O -2.039 6.092 1.453  C39 1.320, C42 1.406
42 C -2.234 7.423 1.862  O41 1.406, H46 1.088, H47 1.091, H48 1.086
43 H -0.480 4.673 -1.849  C37 1.088
44 H -2.191 4.255 -1.794  C37 1.092
45 H -1.013 3.078 -1.168  C37 1.084
46 H -2.644 8.033 1.060  C42 1.088
47 H -1.281 7.863 2.160  C42 1.091
48 H -2.878 7.478 2.734  C42 1.086
49 C -2.094 -2.579 0.379  C50 1.395, C54 1.384, H55 1.082
50 C -1.212 -3.242 1.233  C49 1.395, C51 1.385, H56 1.082
51 C -1.742 -3.953 2.297  C50 1.385, C52 1.390, H57 1.084
52 C -3.103 -3.951 2.576  C51 1.390, C53 1.397, H58 1.082
53 C -3.990 -3.317 1.703  C52 1.397, C54 1.382, H59 1.081
54 C -3.455 -2.632 0.628  C49 1.384, C53 1.382, H60 1.086
55 H -1.744 -1.982 -0.453  C49 1.082
56 H -0.152 -3.141 1.040  C50 1.082
57 H -1.040 -4.413 2.984  C51 1.084
58 H -3.436 -4.419 3.493  C52 1.082
59 H -5.042 -3.275 1.950  C53 1.081
60 H -4.116 -2.082 -0.035  C54 1.086
61 C 6.958 2.696 -1.131  C62 1.371, C66 1.393, H67 1.085
62 C 6.440 2.851 -2.391  C61 1.371, C63 1.383, H68 1.085
63 C 5.326 2.122 -2.765  C62 1.383, C64 1.394, H69 1.084
64 C 4.836 1.114 -1.936  C63 1.394, C65 1.396, H70 1.083
65 C 5.374 0.954 -0.657  C64 1.396, C66 1.391, H71 1.084
66 C 6.397 1.794 -0.230  C61 1.393, C65 1.391, H72 1.082
67 H 7.754 3.305 -0.716  C61 1.085
68 H 6.780 3.628 -3.066  C62 1.085
69 H 4.855 2.267 -3.730  C63 1.084
70 H 3.986 0.553 -2.306  C64 1.083
71 H 5.033 0.115 -0.061  C65 1.084
72 H 6.835 1.734 0.758  C66 1.082
73 C 0.339 -4.663 -3.628  C74 1.380, C78 1.394, H79 1.087
74 C -0.557 -5.379 -2.860  C73 1.380, C75 1.403, H80 1.081
75 C -1.802 -4.798 -2.574  C74 1.403, C76 1.387, H81 1.082
76 C -2.091 -3.530 -3.056  C75 1.387, C77 1.397, H82 1.083
77 C -1.167 -2.836 -3.841  C76 1.397, C78 1.384, H83 1.084
78 C 0.080 -3.378 -4.102  C73 1.394, C77 1.384, H84 1.081
79 H 1.281 -5.087 -3.966  C73 1.087
80 H -0.264 -6.297 -2.369  C74 1.081
81 H -2.441 -5.357 -1.903  C75 1.082
82 H -3.018 -3.049 -2.766  C76 1.083
83 H -1.457 -1.909 -4.324  C77 1.084
84 H 0.849 -2.922 -4.709  C78 1.081
85 C -7.141 -2.585 -3.073  C86 1.387, C90 1.383, H91 1.083
86 C -6.016 -2.002 -3.635  C85 1.387, C87 1.376, H92 1.084
87 C -5.503 -0.852 -3.081  C86 1.376, C88 1.399, H93 1.082
88 C -6.137 -0.291 -1.967  C87 1.399, C89 1.388, H94 1.086
89 C -7.237 -0.877 -1.356  C88 1.388, C90 1.403, H95 1.079
90 C -7.682 -2.092 -1.899  C85 1.383, C89 1.403, H96 1.084
91 H -7.556 -3.508 -3.459  C85 1.083
92 H -5.565 -2.456 -4.509  C86 1.084
93 H -4.630 -0.384 -3.518  C87 1.082
94 H -5.777 0.615 -1.489  C88 1.086
95 H -7.678 -0.419 -0.484  C89 1.079
96 H -8.477 -2.680 -1.454  C90 1.084
97 C 3.810 2.151 2.420  C98 1.385, C102 1.382, H103 1.083
98 C 3.868 1.640 3.706  C97 1.385, C99 1.394, H104 1.082
99 C 2.806 1.860 4.582  C98 1.394, C100 1.398, H105 1.082
100 C 1.718 2.619 4.141  C99 1.398, C101 1.384, H106 1.081
101 C 1.697 3.138 2.859  C100 1.384, C102 1.387, H107 1.085
102 C 2.749 2.920 1.982  C97 1.382, C101 1.387, H108 1.082
103 H 4.646 1.822 1.815  C97 1.083
104 H 4.644 0.941 3.986  C98 1.082
105 H 2.668 1.435 5.568  C99 1.082
106 H 0.933 2.849 4.848  C100 1.081
107 H 0.851 3.698 2.473  C101 1.085
108 H 2.722 3.247 0.950  C102 1.082
109 C 3.944 -2.660 3.263  C110 1.377, C114 1.413, H115 1.080
110 C 2.735 -2.118 2.889  C109 1.377, C111 1.396, H116 1.087
111 C 1.527 -2.613 3.383  C110 1.396, C112 1.376, H117 1.083
112 C 1.524 -3.655 4.282  C111 1.376, C113 1.406, H118 1.083
113 C 2.740 -4.231 4.688  C112 1.406, C114 1.373, H119 1.082
114 C 3.914 -3.742 4.170  C109 1.413, C113 1.373, H120 1.085
115 H 4.908 -2.194 3.119  C109 1.080
116 H 2.810 -1.190 2.328  C110 1.087
117 H 0.544 -2.272 3.083  C111 1.083
118 H 0.591 -4.031 4.682  C112 1.083
119 H 2.731 -4.994 5.456  C113 1.082
120 H 4.859 -4.213 4.422  C114 1.085
121 C -1.638 0.237 -1.666  C122 1.393, C126 1.389, H127 1.086
122 C -2.162 0.509 -0.403  C121 1.393, C123 1.379, H128 1.083
123 C -1.292 0.891 0.596  C122 1.379, C124 1.396, H129 1.085
124 C 0.059 1.097 0.313  C123 1.396, C125 1.383, H130 1.083
125 C 0.562 0.816 -0.944  C124 1.383, C126 1.398, H131 1.086
126 C -0.290 0.382 -1.964  C121 1.389, C125 1.398, H132 1.080
127 H -2.277 -0.087 -2.482  C121 1.086
128 H -3.194 0.329 -0.126  C122 1.083
129 H -1.724 0.937 1.590  C123 1.085
130 H 0.658 1.321 1.186  C124 1.083
131 H 1.636 0.871 -1.097  C125 1.086
132 H 0.083 0.019 -2.910  C126 1.080
133 C 0.647 2.243 -7.112  C134 1.365, C138 1.389, H139 1.088
134 C 1.920 1.762 -7.219  C133 1.365, C135 1.407, H140 1.083
135 C 2.675 1.476 -6.067  C134 1.407, C136 1.391, H141 1.082
136 C 2.062 1.548 -4.820  C135 1.391, C137 1.395, H142 1.081
137 C 0.765 2.056 -4.754  C136 1.395, C138 1.387, H143 1.082
138 C 0.040 2.427 -5.876  C133 1.389, C137 1.387, H144 1.080
139 H 0.018 2.345 -7.993  C133 1.088
140 H 2.427 1.774 -8.177  C134 1.083
141 H 3.708 1.195 -6.229  C135 1.082
142 H 2.592 1.317 -3.907  C136 1.081
143 H 0.260 1.998 -3.798  C137 1.082
144 H -0.977 2.772 -5.759  C138 1.080

Mulliken population analysis, charges in e, atoms 1 to 6:
1. C -0.5694
2. O -0.2483
3. C 0.7450
4. O -0.6508
5. O -0.1572
6. C -0.3526